(1)
Entry from the OMol25 dataset: C22H16Cl2N3OPbS3 as an isolated structure at a distorted geometry (ωB97M-V with the def2-TZVPD basis set).

Structure (XYZ):
```
48
Properties=species:S:1:pos:R:3:forces:R:3
Pb -0.385 0.213 -0.267 0.0 0.0 -0.3
Cl 1.003 3.039 -0.638 0.2 0.1 -0.1
C -0.344 4.082 -0.317 -0.3 0.3 0.1
C -0.071 5.370 0.100 0.1 0.1 0.0
C -1.107 6.251 0.359 0.0 -0.1 0.0
C -2.417 5.818 0.230 0.0 0.1 0.0
C -2.677 4.528 -0.183 0.3 0.0 0.1
Cl -4.319 4.015 -0.315 -0.3 0.1 0.0
C -1.653 3.620 -0.508 -0.1 -0.1 -0.3
S -2.074 2.102 -1.227 0.0 -0.3 0.0
H 0.956 5.687 0.204 0.1 0.0 0.0
H -0.893 7.266 0.656 0.0 0.1 0.1
H -3.243 6.480 0.436 -0.1 0.1 0.1
O 2.873 0.237 -0.631 0.0 0.4 -0.4
C 3.399 -0.956 -0.101 0.4 -0.3 0.2
C 3.623 -2.025 -1.172 -0.3 0.3 0.1
C 2.295 -2.378 -1.864 0.2 0.0 0.1
C 1.461 -3.203 -0.929 0.0 -0.2 -0.3
C 1.436 -4.590 -1.022 -0.1 0.0 0.0
C 0.753 -5.313 -0.059 0.0 0.1 0.0
C 0.107 -4.630 0.957 0.0 0.0 0.0
C 0.160 -3.244 0.951 -0.2 -0.3 0.3
N 0.821 -2.555 0.039 0.1 0.2 -0.1
H 3.400 0.504 -1.394 0.0 0.0 0.1
H 2.646 -1.301 0.608 0.2 0.0 0.1
H 4.334 -0.752 0.442 -0.1 -0.1 -0.1
H 4.049 -2.918 -0.706 0.1 0.0 0.0
H 4.340 -1.655 -1.914 0.0 0.0 0.0
H 2.484 -2.925 -2.789 0.0 0.0 0.0
H 1.775 -1.448 -2.097 -0.1 -0.1 -0.1
H 1.941 -5.088 -1.836 0.1 0.0 -0.1
H 0.736 -6.392 -0.094 0.0 -0.1 0.0
H -0.426 -5.154 1.733 -0.1 0.0 0.1
H -0.345 -2.656 1.702 -0.1 0.0 0.1
S -0.678 0.918 2.238 0.2 -0.1 0.0
C -2.428 0.873 2.324 0.2 -0.1 -0.1
C -3.026 1.666 3.293 -0.4 0.1 0.0
C -4.410 1.800 3.372 0.4 -0.7 -0.9
C -4.969 2.694 4.301 -0.4 0.6 0.7
N -5.399 3.439 5.064 0.0 0.0 0.1
C -5.222 1.084 2.468 1.2 0.0 0.2
C -4.622 0.229 1.550 -0.2 0.2 0.2
C -3.241 0.101 1.465 0.0 -0.1 -0.1
S -2.627 -1.042 0.293 0.0 -0.3 0.0
C -6.621 1.240 2.491 -0.9 0.0 0.0
N -7.765 1.352 2.519 -0.1 0.0 0.0
H -2.398 2.226 3.973 0.0 0.1 0.0
H -5.235 -0.329 0.857 -0.1 0.0 0.0
```
Forces are in eV/Å.

Largest force on an atom: 1.22 eV/A
Charge: -1
ΔE to the lowest compared entry with this formula, charge and spin: 25.6 kJ/mol
Highest occupied orbital energy: -4.53 eV



(2)
Entry from the OMol25 dataset: one molecule with the formula C5H9ClN2 at a distorted geometry (ωB97M-V with the def2-TZVPD basis set).

Structure (XYZ):
```
17
Properties=species:S:1:pos:R:3:forces:R:3
C 2.619 -1.223 -0.101 2.6 1.0 -1.3
N 2.121 -0.077 -0.387 0.7 -0.9 -0.1
N 0.818 0.075 -0.289 0.6 1.6 -0.9
C 0.272 1.329 0.073 -1.0 2.3 -0.1
C -1.041 0.553 0.473 0.4 -0.5 -1.2
C -2.131 0.488 -0.563 0.9 -2.4 0.8
Cl -3.313 -0.785 -0.092 -0.2 0.0 0.1
C -0.177 -0.731 0.339 1.6 -2.1 0.8
H 3.742 -1.253 -0.426 -2.2 -0.6 1.2
H 2.048 -2.043 0.311 0.1 -0.3 -0.1
H 0.373 2.297 -0.589 -0.6 -2.2 0.4
H 0.635 1.702 1.014 0.7 0.1 0.7
H -1.396 0.880 1.452 -0.2 -0.5 -0.2
H -1.844 0.192 -1.558 0.5 0.3 -0.2
H -2.626 1.363 -0.530 -2.0 3.0 -0.4
H 0.248 -1.210 1.298 -0.9 0.7 -1.0
H -0.346 -1.556 -0.426 -1.0 0.7 1.4
```
Forces are in eV/Å.

SMILES: C=NN1CC(CCl)C1
Largest force on an atom: 3.60 eV/A
ΔE to the lowest compared entry with this formula, charge and spin: 325.0 kJ/mol
Highest occupied orbital energy: -8.41 eV